Computed, not measured: a structure of composition C57H57BrN2O3PS3W, with ωB97M-V with the def2-TZVPD basis set.

```
! wB97M-V def2-TZVPD RIJCOSX def2/J DEFGRID3
* xyz 1 3
W 0.49 -0.31 -1.09
O -0.19 -0.80 -2.78
C 0.18 -1.84 -3.66
C 1.56 -2.35 -3.20
C 1.53 -3.05 -1.86
C 2.06 -4.33 -1.79
C 1.87 -5.08 -0.65
C 1.13 -4.53 0.37
C 0.68 -3.22 0.30
C -0.20 -2.73 1.43
C 0.44 -2.00 2.64
O 0.51 -0.59 2.42
C -0.29 -2.27 3.98
C 0.08 -1.48 5.07
C -0.47 -1.68 6.32
C -1.40 -2.69 6.52
C -1.76 -3.50 5.45
C -1.20 -3.30 4.19
C 1.87 -2.48 2.92
C 2.10 -3.82 3.22
C 3.37 -4.27 3.57
C 4.43 -3.37 3.64
C 4.20 -2.03 3.39
C 2.93 -1.59 3.03
N 0.91 -2.46 -0.80
C 0.36 -1.22 -5.05
C 0.12 -1.96 -6.21
C 0.33 -1.40 -7.46
C 0.79 -0.09 -7.57
C 1.04 0.65 -6.42
C 0.83 0.08 -5.17
C -0.92 -2.89 -3.66
C -0.68 -4.25 -3.74
C -1.74 -5.15 -3.77
C -3.05 -4.70 -3.72
C -3.29 -3.33 -3.65
C -2.24 -2.44 -3.63
H 2.20 -1.46 -3.17
H 1.99 -3.03 -3.94
H 2.57 -4.73 -2.65
H 2.25 -6.09 -0.58
H 0.88 -5.12 1.24
H -0.71 -3.62 1.78
H -0.97 -2.09 0.98
H 0.82 -0.70 4.92
H -0.17 -1.05 7.15
H -1.84 -2.85 7.50
H -2.48 -4.29 5.59
H -1.52 -3.95 3.40
H 1.28 -4.52 3.25
H 3.52 -5.31 3.80
H 5.41 -3.72 3.93
H 5.01 -1.32 3.48
H 2.76 -0.54 2.85
H -0.26 -2.97 -6.13
H 0.13 -1.98 -8.35
H 0.95 0.35 -8.54
H 1.40 1.66 -6.49
H 1.02 0.66 -4.28
H 0.33 -4.63 -3.82
H -1.54 -6.22 -3.84
H -3.87 -5.40 -3.73
H -4.31 -2.97 -3.62
H -2.43 -1.37 -3.58
C -3.39 2.56 -3.61
C -1.93 2.64 -3.25
C -1.10 3.66 -3.68
C 0.24 3.65 -3.32
C 0.69 2.62 -2.51
Br 2.55 2.52 -2.20
N -0.09 1.65 -2.03
C -1.37 1.67 -2.43
H -3.63 3.28 -4.39
H -4.01 2.77 -2.73
H -3.64 1.57 -3.98
H -1.48 4.44 -4.32
H 0.93 4.40 -3.66
H -1.99 0.86 -2.08
S -4.65 4.11 0.07
P -2.92 3.74 0.88
S -2.42 1.74 0.47
C -2.93 3.94 2.68
C -3.70 3.04 3.41
C -3.81 3.17 4.79
C -3.16 4.21 5.44
C -2.43 5.13 4.71
C -2.31 5.00 3.33
C -1.57 4.77 0.22
C -0.32 4.87 0.81
C 0.69 5.61 0.22
C 0.45 6.28 -0.97
C -0.80 6.21 -1.56
C -1.81 5.45 -0.97
H -4.24 2.26 2.89
H -4.41 2.47 5.35
H -3.25 4.31 6.52
H -1.95 5.96 5.22
H -1.76 5.75 2.78
H -0.12 4.39 1.76
H 1.66 5.69 0.71
H 1.23 6.88 -1.42
H -1.00 6.74 -2.48
H -2.79 5.40 -1.42
C 4.20 1.44 0.74
C 4.61 -0.03 0.61
C 3.42 -0.68 -0.08
O 2.27 0.18 0.21
C 2.70 1.35 0.95
H 4.43 1.99 -0.16
H 4.69 1.94 1.58
H 4.77 -0.48 1.59
H 5.52 -0.15 0.02
H 3.20 -1.67 0.32
H 3.52 -0.72 -1.16
H 2.45 1.18 2.00
H 2.14 2.20 0.57
C -2.10 -0.13 2.77
S -0.80 0.42 1.64
C -0.16 1.85 2.51
H -1.66 -0.17 3.76
H -2.42 -1.12 2.46
H -2.91 0.57 2.70
H -0.98 2.30 3.07
H 0.20 2.54 1.75
H 0.63 1.52 3.17
*
```

Lowest unoccupied orbital energy (spin up / spin down)   -2.19 / -2.38 eV
Kohn-Sham gap (spin up / spin down)   6.79 / 5.87 eV
Energy above the lowest of the compared OMol25 structures with the same formula, charge and spin   5.2296 eV
HOMO (spin up / spin down)   -8.974 / -8.249 eV
DFT total energy   -182813.000 eV

Atomic partial charges in e from the Mulliken method, atoms 1 to 99: 0.539, 0.489, 2.711, -2.533, 0.698, -0.617, -1.612, -0.176, -0.388, -1.511, 2.578, -0.919, -0.109, -0.305, -0.825, -0.633, -1.041, -0.329, 0.303, -0.512, -1.054, -0.982, -0.820, -0.436, 1.374, -0.539, -0.278, -0.924, -0.619, -0.889, 0.078, -0.183, 0.435, -1.126, -0.638, -0.942, -0.429, 0.460, 0.758, 0.622, 0.482, 0.517, 0.928, -0.048, 0.279, 0.480, 0.418, 0.463, 0.474, 0.813, 0.476, 0.436, 0.648, 0.641, 0.439, 0.440, 0.404, 0.479, 0.014, 0.485, 0.477, 0.428, 0.463, 0.484, -1.479, 0.046, -0.607, -1.255, -0.221, -0.024, 1.187, -0.727, 0.445, 0.258, 0.341, 0.510, 0.553, 0.811, -0.392, 1.232, -0.207, -0.105, -0.328, -0.789, -0.442, -0.844, -0.123, 0.239, -0.105, -0.946, -0.509, -0.896, -0.799, 0.609, 0.434, 0.412, 0.439, 0.549, 0.749

Computed, not measured: a structure of composition C57H62FN7O4RhTe, with ωB97M-V with the def2-TZVPD basis set.

```
! wB97M-V def2-TZVPD RIJCOSX def2/J DEFGRID3
* xyz 2 2
Rh -0.11 -0.01 0.18
C 2.42 -1.27 3.37
C 2.19 -0.34 4.40
C 1.38 0.74 4.14
C 0.78 0.89 2.88
N 1.03 -0.03 1.89
C 1.82 -1.06 2.15
C -0.16 1.94 2.59
C -0.29 3.10 3.38
C -1.26 4.03 3.08
C -2.11 3.79 1.99
C -1.91 2.65 1.24
N -0.96 1.77 1.51
H 3.04 -2.14 3.54
H 2.64 -0.48 5.37
H 1.17 1.44 4.93
H 1.99 -1.77 1.34
H 0.38 3.26 4.21
H -1.37 4.92 3.67
H -2.89 4.49 1.74
H -2.56 2.41 0.41
F -3.19 0.49 -6.02
C -3.74 0.47 -4.78
C -2.94 0.14 -3.72
C -3.48 0.07 -2.42
C -2.62 -0.20 -1.30
O -1.35 -0.22 -1.46
C -3.29 -0.44 -0.05
C -4.64 -0.27 0.03
N -5.42 0.15 -0.99
C -6.82 0.33 -0.76
C -7.28 1.01 0.49
C -7.43 1.70 -0.82
C -4.87 0.29 -2.25
C -5.64 0.66 -3.34
C -5.09 0.77 -4.63
N -5.94 1.21 -5.67
C -5.38 1.86 -6.83
C -6.44 2.77 -7.42
N -7.63 1.96 -7.79
C -8.17 1.24 -6.60
C -7.06 0.37 -6.02
C -2.61 -0.98 1.19
O -3.29 -1.24 2.16
O -1.34 -1.17 1.13
H -1.90 -0.09 -3.87
H -5.13 -0.47 0.98
H -7.42 -0.50 -1.13
H -6.52 1.38 1.17
H -8.16 0.63 0.99
H -6.77 2.54 -1.03
H -8.42 1.80 -1.25
H -6.68 0.89 -3.21
H -5.03 1.14 -7.59
H -4.52 2.46 -6.53
H -6.06 3.28 -8.31
H -6.75 3.52 -6.69
H -7.34 1.26 -8.48
H -8.36 2.55 -8.21
H -9.03 0.64 -6.89
H -8.48 1.99 -5.86
H -6.78 -0.40 -6.75
H -7.43 -0.14 -5.13
C 8.98 -3.16 -0.79
C 7.66 -2.45 -0.77
C 7.27 -1.71 0.34
C 6.05 -1.04 0.37
C 5.67 -0.26 1.59
C 5.23 -1.11 -0.74
Te 3.33 0.05 -0.76
N 1.10 1.00 -0.80
C 1.20 1.38 -2.05
O 2.27 1.21 -2.68
C 0.08 2.03 -2.78
C 0.11 2.06 -4.17
C -0.88 2.71 -4.88
C -1.92 3.32 -4.20
C -1.98 3.27 -2.82
C -0.98 2.64 -2.11
C 4.33 1.94 -0.71
C 5.19 2.28 -1.76
C 5.43 1.35 -2.90
C 5.81 3.52 -1.74
C 5.61 4.43 -0.70
C 6.33 5.74 -0.66
C 4.74 4.07 0.32
C 4.09 2.84 0.33
C 3.14 2.53 1.43
C 5.57 -1.88 -1.85
C 4.69 -1.99 -3.06
C 6.79 -2.54 -1.85
H 9.39 -3.25 0.21
H 9.69 -2.59 -1.40
H 8.88 -4.15 -1.23
H 7.93 -1.64 1.19
H 6.30 -0.54 2.43
H 4.63 -0.46 1.86
H 5.78 0.81 1.41
H 0.93 1.58 -4.70
H -0.83 2.76 -5.95
H -2.68 3.86 -4.75
H -2.80 3.73 -2.29
H -0.97 2.65 -1.03
H 4.47 1.00 -3.29
H 6.02 0.50 -2.57
H 5.97 1.85 -3.70
H 6.46 3.79 -2.56
H 7.02 5.85 -1.49
H 6.88 5.83 0.27
H 5.61 6.56 -0.70
H 4.55 4.76 1.13
H 3.40 3.09 2.33
H 3.14 1.47 1.66
H 2.13 2.82 1.14
H 3.70 -1.57 -2.84
H 4.59 -3.03 -3.36
H 5.12 -1.45 -3.90
H 7.07 -3.12 -2.71
C -1.01 -4.69 -0.62
C 0.38 -4.40 -1.21
C 0.40 -4.74 -2.71
C 1.47 -5.19 -0.46
C 0.70 -3.01 -1.03
N 1.04 -1.92 -0.85
H -1.25 -5.75 -0.75
H -1.77 -4.10 -1.12
H -1.04 -4.46 0.44
H 0.19 -5.80 -2.84
H 1.38 -4.54 -3.14
H -0.35 -4.17 -3.25
H 1.33 -6.26 -0.63
H 1.41 -5.00 0.61
H 2.46 -4.91 -0.82
*
```

Lowest unoccupied orbital energy (spin up / spin down)   -4.78 / -4.82 eV
Kohn-Sham gap (spin up / spin down)   5.63 / 5.55 eV
HOMO (spin up / spin down)   -10.412 / -10.361 eV
DFT total energy   -91740.418 eV

Atomic partial charges in e from the Mulliken method, atoms 1 to 99: 0.381, -0.833, -1.001, -1.309, 0.084, 1.272, -0.669, 1.129, -1.123, -0.871, -1.297, -0.094, 1.167, 0.590, 0.457, 0.479, 0.675, 0.483, 0.444, 0.505, 0.553, -0.448, 0.264, -0.612, 0.782, 1.683, -1.320, -0.159, -0.561, 0.334, -0.313, -0.983, -0.469, -0.344, -0.917, -0.746, 0.348, -0.452, -1.004, -0.088, -0.796, -0.606, 0.049, -0.740, -0.646, 0.661, 0.885, 0.473, 0.310, 0.265, 0.231, 0.314, 0.927, 0.435, 0.258, 0.452, 0.364, 0.403, 0.361, 0.408, 0.380, 0.210, 0.491, -1.618, 0.506, -0.840, 0.881, -1.424, -0.434, 0.523, 0.431, 0.250, -0.571, 0.217, -0.248, -0.982, -0.527, -0.647, -0.590, 0.525, 0.587, -1.475, -1.011, 0.593, -1.581, -0.914, 1.065, -0.992, 1.321, -1.762, -0.675, 0.367, 0.298, 0.393, 0.405, 0.514, -0.088, 0.301, 0.581

> DFT total energy of number 1 (C57H57BrN2O3PS3W)?

-182813.000 eV

> What is the formula in the first record?

C57H57BrN2O3PS3W

> The lowest DFT total energy belongs to which entry?

C57H57BrN2O3PS3W

> What is the formula in the second record?

C57H62FN7O4RhTe